Formula: C64H170N14O18
Source: the Open Molecules 2025 dataset
Level of theory: the ωB97M-V functional and the def2-TZVPD basis

```
266
Properties=species:S:1:pos:R:3:forces:R:3:mulliken_charge:R:1
C -25.79288 -8.85960 20.34739 -0.8 -0.2 0.1 -1.14
O -26.16971 -7.82789 19.43732 -0.2 -0.4 0.9 0.16
C -27.03805 -6.81563 19.99980 1.2 0.9 -0.8 -1.34
C -27.57801 -6.01753 18.77382 -0.2 -0.9 1.7 0.63
N -28.45166 -6.85576 18.01559 -0.2 -0.2 -0.6 -0.39
C -28.86664 -6.19753 16.78781 -2.5 -0.4 0.3 0.57
C -29.90671 -7.08442 16.01188 3.3 0.6 -1.5 -0.62
O -30.51351 -6.25371 15.02304 -0.4 0.6 0.3 -0.37
C -31.10717 -6.98002 13.95029 -0.4 -0.4 1.1 -0.68
H -25.54546 -8.56102 21.36608 0.4 0.7 -0.1 0.33
H -24.98427 -9.47183 19.94811 0.1 0.4 -0.2 0.33
H -26.63856 -9.52439 20.52341 -0.3 -0.3 -0.2 0.29
H -26.38820 -6.17037 20.59092 0.1 0.4 0.1 0.35
H -27.76400 -7.17173 20.73075 -0.5 -0.5 -0.6 0.43
H -26.71874 -5.69273 18.18708 0.3 0.3 0.0 -0.65
H -28.17301 -5.16288 19.09577 0.3 0.2 0.2 0.72
H -27.93262 -7.69355 17.79469 0.0 -0.2 -0.3 -0.52
H -28.08035 -5.77940 16.15930 0.4 -0.4 -0.3 -0.40
H -29.48212 -5.34039 17.06094 0.1 0.3 0.3 0.61
H -30.44486 -7.73193 16.70414 -0.9 0.5 -0.1 0.42
H -29.26824 -7.72033 15.39862 0.0 -0.8 0.2 -0.15
H -31.59131 -6.33841 13.21404 0.0 0.3 0.4 0.33
H -31.83729 -7.60016 14.47036 -0.4 -0.4 -0.7 0.46
H -30.41701 -7.61324 13.39278 0.4 -0.1 0.2 0.12
C -21.06254 -5.55014 22.91606 0.6 -0.3 -0.1 -0.66
O -21.99916 -4.49811 22.96756 0.9 0.4 -0.7 -0.37
C -22.98063 -4.42463 21.90719 0.0 -0.7 0.9 -0.72
C -22.53272 -4.43596 20.46563 1.8 0.0 0.1 0.53
N -21.83546 -3.19678 20.09458 -0.3 0.1 -1.3 -0.41
C -21.16407 -3.29694 18.74025 -1.1 1.8 1.2 -0.92
C -22.18001 -3.49529 17.64232 0.2 0.1 -0.9 0.42
O -22.31613 -4.84882 17.43030 -1.0 -2.2 0.1 -0.53
C -23.56173 -5.26460 16.82967 1.4 0.5 1.4 0.62
H -21.45784 -6.54346 23.12856 -0.6 -0.1 0.1 0.32
H -20.25332 -5.38892 23.62828 -0.4 0.4 0.4 0.29
H -20.49284 -5.67517 21.99523 -0.3 0.4 -0.6 0.18
H -23.51548 -3.50014 22.12478 -0.2 -0.1 0.0 0.31
H -23.59075 -5.30426 22.11241 -0.6 0.0 -0.4 0.34
H -23.34125 -4.71575 19.79028 -0.2 0.4 0.1 -0.35
H -21.75982 -5.18928 20.31314 -0.3 -1.0 0.1 0.19
H -21.10195 -3.05871 20.77502 0.1 0.1 0.2 0.37
H -20.32167 -3.98859 18.74774 -0.2 -0.3 -0.4 0.03
H -20.78849 -2.29231 18.54591 0.5 0.1 0.2 0.42
H -21.90258 -3.09400 16.66760 0.8 0.6 0.0 -0.37
H -23.13444 -2.99360 17.80186 -0.2 0.0 0.8 0.52
H -24.36244 -4.93598 17.49222 -0.4 0.3 -0.2 0.04
H -23.51964 -6.34989 16.92175 -0.2 0.0 -0.8 0.08
H -23.62171 -4.79336 15.84863 -0.4 -0.6 -0.3 -0.32
C -26.37954 0.10714 12.33591 1.3 -0.6 -0.2 -0.64
O -25.76179 0.59712 11.12519 -0.3 0.3 0.4 -0.55
C -24.39733 0.97940 11.28249 0.2 0.9 -0.9 0.81
C -23.89715 1.43048 9.84696 -0.6 -1.2 0.0 -0.82
N -22.52643 1.86723 9.59475 0.2 -0.7 0.3 -0.41
C -21.50499 0.89388 10.08696 -1.0 -0.3 -0.5 -0.76
C -21.43753 -0.43360 9.26250 0.3 1.0 0.0 -0.74
O -22.43136 -1.33379 9.68404 -0.9 -0.8 -0.4 0.38
C -22.49314 -2.61158 8.99091 0.9 0.7 0.5 -0.31
H -26.01900 0.63502 13.21877 -0.4 0.6 0.0 0.51
H -26.01479 -0.90828 12.49078 -0.1 -0.3 0.0 -0.01
H -27.46514 0.05384 12.25388 0.2 0.5 -0.2 0.44
H -23.80483 0.19760 11.75771 0.0 -0.4 -0.4 -0.90
H -24.31120 1.85337 11.92815 -0.2 0.2 0.3 0.56
H -24.65574 2.11386 9.46535 0.3 0.6 0.2 0.59
H -24.04339 0.58399 9.17601 -0.1 -0.4 0.2 -0.20
H -22.34089 2.82910 9.84063 0.1 -0.2 0.3 0.29
H -21.77385 0.61267 11.10516 0.4 -0.2 0.3 0.15
H -20.50524 1.32806 10.09616 -0.2 0.2 -0.1 0.52
H -20.43247 -0.84528 9.35443 0.2 -0.4 0.5 0.41
H -21.47951 -0.18207 8.20275 -0.6 0.0 -0.3 0.30
H -21.59497 -3.16178 9.27138 0.1 -0.2 -0.2 0.30
H -22.56295 -2.53494 7.90585 0.2 0.4 0.0 -0.23
H -23.36276 -3.19185 9.29938 0.1 0.3 0.3 -0.11
C -18.86328 -8.80160 15.50766 0.1 0.5 0.3 -0.73
O -19.16857 -7.57354 16.16639 0.8 -0.2 0.2 -0.40
C -19.53952 -6.51106 15.28908 -0.2 0.3 0.7 -0.62
C -19.51951 -5.13914 15.98862 -0.9 -1.0 -0.4 1.62
N -18.29725 -4.37168 15.84261 -0.1 -1.2 0.3 -0.33
C -17.14921 -4.97814 16.56577 -0.3 2.0 -0.2 -0.88
C -17.24058 -4.81855 18.09926 0.1 -0.2 -0.5 -0.41
O -17.58429 -3.46937 18.45557 -0.9 -0.2 -0.3 -0.33
C -17.92457 -3.26188 19.84009 1.4 -0.9 -0.4 -0.63
H -18.92825 -9.65289 16.18529 -0.6 0.2 0.3 0.32
H -17.81388 -8.85144 15.21720 0.1 0.4 -0.6 0.27
H -19.54438 -8.92120 14.66510 0.1 -0.3 -0.2 0.18
H -20.57868 -6.72275 15.03726 -0.1 0.1 -0.4 -0.08
H -18.92858 -6.43128 14.38993 0.2 -0.4 -0.2 0.58
H -19.90206 -5.32095 16.99296 0.4 0.0 0.4 -0.48
H -20.36201 -4.62102 15.53056 0.2 0.5 -0.1 -0.82
H -18.48154 -3.46577 16.24938 0.2 0.2 0.1 0.40
H -16.31858 -4.39181 16.17288 0.4 -0.1 0.3 0.42
H -16.98277 -6.01371 16.26918 -0.3 0.0 0.2 0.31
H -16.27067 -5.11249 18.50046 0.3 0.2 0.3 0.53
H -17.93805 -5.58360 18.44035 -0.5 0.3 0.4 0.28
H -18.21894 -2.24369 20.09450 0.0 0.1 -0.7 0.25
H -16.97938 -3.47680 20.33862 -0.2 0.0 0.8 0.37
H -18.69544 -3.94191 20.20260 -0.1 -0.2 -0.1 0.13
C -19.51427 -10.24407 11.03419 -0.4 0.7 -1.4 -1.26
C -20.97965 -10.66216 11.05978 -0.5 -0.8 0.6 1.96
C -21.79707 -10.79147 9.75043 1.3 1.8 -0.5 -0.95
O -21.69590 -9.50882 9.09616 0.3 -0.6 -0.5 -0.03
C -22.30049 -9.41436 7.79149 0.4 0.3 1.7 -0.53
N -21.02846 -11.95108 11.78390 -0.9 0.1 -0.1 -0.80
H -19.37913 -9.25451 10.59759 -0.3 0.4 0.3 0.04
H -18.94376 -10.82318 10.30806 0.2 -0.7 0.4 0.40
H -19.11172 -10.26619 12.04689 0.1 -0.2 -0.2 0.39
H -21.51864 -9.96858 11.70518 0.0 0.2 0.0 -0.82
H -22.86898 -10.97238 9.83025 -0.1 -0.4 0.8 0.35
H -21.34457 -11.60379 9.18167 0.1 -0.1 -0.5 0.30
H -23.32130 -9.78452 7.88658 -0.2 -0.1 -0.5 0.30
H -21.72516 -9.93674 7.02715 -0.1 -0.1 0.0 0.33
H -22.30064 -8.33613 7.63173 -0.2 -0.1 -0.5 -0.09
H -22.01065 -12.18254 11.74125 -0.5 -0.3 0.7 0.24
H -20.64115 -12.71252 11.24510 0.7 0.0 -0.3 0.30
C -29.06474 -10.92142 16.01482 0.9 0.0 1.0 -0.37
C -28.00097 -11.01939 17.17412 0.2 0.5 -0.9 -0.15
C -26.73016 -10.19483 16.90727 0.0 0.4 -0.6 -0.64
O -26.99215 -8.83412 16.45378 -0.6 -2.0 0.2 1.02
C -25.80630 -8.09044 16.35001 -0.3 0.4 -0.3 -1.16
N -28.57549 -10.54553 18.39158 -1.4 0.8 1.0 -0.74
H -28.60738 -11.18331 15.06070 0.0 0.2 0.0 -0.19
H -29.42677 -9.89330 16.01155 0.1 0.0 -0.3 -0.06
H -29.92664 -11.56760 16.18121 0.2 -0.1 0.2 0.46
H -27.67160 -12.04953 17.30978 0.0 -0.1 -0.1 0.51
H -26.08574 -10.73876 16.21665 0.2 0.2 -0.5 0.50
H -26.18622 -10.11203 17.84823 0.1 -0.1 0.2 0.05
H -26.12655 -7.09603 16.03906 0.1 0.2 0.1 -0.38
H -25.18363 -8.47625 15.54283 0.4 -0.1 0.1 0.68
H -25.31831 -8.03396 17.32303 0.3 0.0 -0.1 0.49
H -28.53233 -9.53680 18.36512 -0.5 0.3 0.0 0.25
H -28.12235 -10.75083 19.27057 0.4 -0.7 -0.3 0.34
C -29.98972 -6.28662 10.10907 0.4 -0.1 0.2 -0.31
C -30.41494 -7.53454 9.28161 -0.8 0.9 0.0 2.58
C -31.90869 -7.86000 9.52232 0.4 -0.6 0.2 -0.99
O -32.07612 -8.50680 10.77361 0.4 1.1 -0.3 -0.28
C -31.72268 -9.85977 10.82041 -1.0 -0.8 1.1 -0.82
N -30.22295 -7.30979 7.86729 0.0 0.6 -1.0 -0.86
H -30.54836 -5.37090 9.91555 -0.4 -0.2 -0.4 0.40
H -28.95034 -5.99079 9.96659 0.2 -0.3 -0.4 -0.60
H -30.03467 -6.43809 11.18755 -0.3 -0.4 0.1 -0.12
H -29.80307 -8.38764 9.57479 -0.1 -0.2 0.6 -1.23
H -32.31067 -8.47199 8.71486 0.3 -0.6 -0.2 0.45
H -32.59761 -7.01607 9.48695 0.5 0.5 0.4 0.34
H -32.66553 -10.39802 10.72331 0.0 -0.6 -0.3 0.39
H -31.40159 -10.06445 11.84173 0.2 0.0 0.0 0.13
H -30.97706 -10.31102 10.16578 0.1 0.7 -0.4 0.38
H -30.67043 -7.97210 7.24986 -0.6 -0.2 0.4 0.32
H -29.25101 -7.42070 7.61605 0.4 0.4 0.3 0.44
C -22.26388 -0.33744 15.36246 0.5 0.0 -0.2 -1.89
C -22.95619 -1.10045 14.25674 -1.4 0.8 1.1 1.07
C -22.13833 -1.77583 13.24916 0.2 0.7 0.3 -0.79
O -21.48401 -2.87135 13.89817 0.2 0.8 -1.3 0.39
C -20.51190 -3.34909 13.00647 0.7 -0.9 0.1 -0.45
N -23.81018 -2.11439 14.81863 -0.4 -0.3 0.9 2.11
H -21.66851 0.45975 14.91736 0.2 0.1 0.2 0.46
H -21.60439 -1.00169 15.92097 0.1 0.1 0.1 0.17
H -22.98757 0.09557 16.05304 0.0 0.0 -0.1 0.40
H -23.58444 -0.38881 13.72103 -0.2 0.2 0.0 -0.22
H -21.50422 -0.99903 12.82184 0.9 -0.5 -0.3 0.69
H -22.87740 -2.07072 12.50425 0.4 -0.7 -0.5 0.34
H -20.25233 -4.37099 13.28299 -0.1 -0.1 0.0 -0.19
H -19.57343 -2.79927 13.07782 0.0 0.4 -0.1 0.34
H -20.87835 -3.33490 11.98001 0.0 0.0 -0.2 0.09
H -23.16047 -2.85638 15.03642 0.0 -0.3 0.5 -1.15
H -24.33209 -2.53547 14.06337 -0.8 -0.1 -0.2 -1.09
C -28.07279 -2.70732 9.91073 -0.4 0.1 -0.5 -1.70
C -26.66843 -2.74300 9.26189 -0.4 0.1 -0.9 2.47
C -26.47124 -1.91443 7.96791 0.3 -0.7 -0.6 -1.43
O -25.05901 -1.95987 7.57660 -0.9 -0.2 -0.1 0.71
C -24.78607 -1.13564 6.43964 0.0 0.3 1.2 -1.28
N -25.69889 -2.25133 10.20276 0.2 0.2 0.8 1.28
H -28.92391 -3.03609 9.31440 0.3 -0.1 -0.8 0.62
H -28.38965 -1.70883 10.21196 0.4 0.2 0.3 0.39
H -28.16141 -3.40026 10.74744 0.6 0.2 0.3 -0.02
H -26.47715 -3.78346 8.99932 0.3 -0.1 0.0 -1.32
H -26.73732 -0.86233 8.06990 -0.2 0.1 0.3 0.38
H -27.07712 -2.36618 7.18247 -0.1 0.1 -0.3 0.48
H -23.71023 -1.05269 6.28534 0.1 -0.7 0.0 0.28
H -25.03072 -0.11306 6.72698 -0.6 0.3 -0.4 0.42
H -25.29655 -1.47966 5.54009 -0.1 0.1 0.0 0.31
H -25.95231 -1.27480 10.25028 0.0 0.6 0.8 0.08
H -24.80980 -2.14907 9.73461 0.3 -0.3 -0.1 -1.23
C -26.09755 -7.99127 9.54048 0.3 1.0 0.2 -0.34
C -26.41035 -6.79347 8.60153 -0.4 -1.2 1.9 1.56
C -25.09460 -6.31416 8.05964 -0.6 -0.5 -0.6 -0.65
O -25.38147 -5.44887 7.00441 0.1 1.1 -0.6 -0.51
C -24.19384 -4.93813 6.45179 0.5 0.5 -0.2 -0.98
N -27.30643 -7.24962 7.55175 0.7 0.1 0.1 -0.31
H -25.29386 -8.58111 9.09973 -0.2 -0.4 -0.1 0.10
H -26.94975 -8.60490 9.83259 -0.1 0.1 -0.3 0.01
H -25.68082 -7.59174 10.46503 0.1 0.0 0.2 -0.33
H -26.92004 -6.04843 9.21245 0.0 0.3 -0.2 -1.54
H -24.65422 -7.20534 7.61247 0.7 -0.3 0.1 0.82
H -24.42476 -5.90830 8.81773 0.1 0.3 0.1 -0.01
H -23.72255 -4.26410 7.16711 0.4 -0.3 0.2 0.13
H -24.32276 -4.31793 5.56475 -0.9 -0.1 0.0 0.42
H -23.53444 -5.73950 6.11851 0.3 -0.2 0.3 0.38
H -26.77149 -8.01790 7.17269 -0.3 -0.5 -0.7 0.29
H -27.27143 -6.52428 6.84978 -0.2 0.1 -0.5 0.29
C -26.75187 -2.37742 18.09876 -0.9 -0.7 0.7 -1.29
C -26.90052 -2.37638 16.62245 -0.5 1.4 -0.8 2.03
C -28.37737 -2.51374 16.07267 2.5 -0.1 1.0 -1.21
O -28.18094 -2.50755 14.66729 -2.6 -1.1 -0.8 -0.09
C -29.49834 -2.57941 14.01462 0.5 0.8 0.3 -0.84
N -26.41866 -1.07285 16.10484 -1.1 -0.5 0.2 -0.84
H -27.00426 -3.38536 18.42808 0.4 -0.1 0.5 0.09
H -27.48835 -1.72248 18.56433 0.1 0.3 0.0 0.38
H -25.75487 -2.07353 18.41773 0.0 -0.2 0.0 0.39
H -26.29548 -3.16582 16.17657 0.0 -0.5 -0.1 -0.99
H -28.96801 -1.66101 16.40748 -0.1 0.3 -0.1 0.66
H -28.82735 -3.42123 16.47528 -0.1 -0.2 -0.4 0.30
H -30.10783 -3.48232 14.05181 0.8 -0.8 0.7 0.15
H -29.40048 -2.38211 12.94711 0.3 0.4 0.1 0.14
H -30.10258 -1.83929 14.53923 -0.2 0.4 -0.5 0.49
H -26.80639 -1.15228 15.17562 0.6 0.9 -0.6 0.35
H -25.41161 -1.10575 16.03508 0.2 -0.2 -0.3 0.07
C -26.88683 -5.79882 12.80103 0.6 -1.0 -0.1 -0.52
C -25.64108 -5.06844 13.39722 -2.0 0.0 -0.4 2.07
C -24.24506 -5.63791 13.01677 -0.5 0.7 -0.8 -0.33
O -24.08415 -7.00293 13.27876 -0.8 0.1 1.4 0.70
C -22.80221 -7.45528 12.96771 -0.5 -0.9 -0.8 -0.54
N -25.78989 -3.64502 13.07899 1.4 0.0 0.2 2.13
H -27.90427 -5.48629 13.03605 0.3 1.1 0.7 0.42
H -26.94298 -6.82589 13.16169 0.4 -0.4 -0.4 -0.45
H -26.87654 -5.73508 11.71293 0.3 -0.4 -0.2 -0.25
H -25.76505 -5.15705 14.47651 0.3 0.0 0.3 -1.41
H -23.48006 -5.02029 13.48732 0.2 0.1 0.6 -0.41
H -23.98706 -5.54191 11.96211 -0.5 0.5 -0.7 0.46
H -21.99893 -6.85244 13.39128 0.0 -0.1 0.1 -0.53
H -22.72756 -7.51965 11.88218 0.5 0.4 -0.4 0.42
H -22.78757 -8.50574 13.25827 0.4 0.1 0.5 0.29
H -25.63870 -3.41410 12.10744 0.0 -0.1 -0.4 -1.00
H -26.69054 -3.27966 13.35366 -0.1 -0.2 0.3 -0.78
C -20.86518 -6.03036 9.37473 0.0 0.1 0.3 0.36
C -19.56535 -5.87861 8.58272 0.0 -0.6 -0.1 0.44
C -19.51305 -4.63241 7.72699 -0.5 0.9 -0.7 -0.81
O -20.62648 -4.48350 6.79946 0.3 -0.4 1.8 -0.16
C -20.48084 -3.43897 5.87179 0.6 -0.7 -0.8 -0.92
N -18.32778 -5.90501 9.41442 -0.8 -0.3 -1.0 -0.67
H -21.74583 -6.04757 8.73268 0.0 0.4 -0.1 -0.17
H -20.92329 -5.23821 10.12119 -0.3 0.3 -0.1 -0.52
H -20.95454 -6.95279 9.94853 0.5 -0.3 -0.1 0.34
H -19.52677 -6.70547 7.87356 0.3 -0.3 0.1 0.14
H -18.58720 -4.59455 7.15298 0.2 -0.2 0.0 0.43
H -19.49982 -3.78180 8.40844 -0.1 0.5 0.1 0.09
H -19.99073 -2.51860 6.18930 -0.3 0.1 0.8 0.38
H -21.46065 -3.24019 5.43756 0.0 0.1 0.1 0.19
H -19.82271 -3.81551 5.08874 0.0 0.1 -0.5 0.37
H -18.40329 -6.69042 10.04491 0.2 0.0 0.2 0.30
H -18.20607 -5.05845 9.95165 -0.2 0.1 0.2 0.28
C -28.07037 -11.55381 9.53555 0.2 0.0 -0.6 -1.30
C -28.20407 -12.24321 10.88941 0.0 0.7 0.4 0.34
C -27.92181 -11.22129 12.02634 1.8 0.1 -0.6 -0.20
O -26.48708 -10.84571 11.90541 -1.0 -0.3 0.3 -0.39
C -26.06805 -9.81504 12.81749 -0.7 -1.0 0.0 0.31
N -29.55860 -12.77518 11.01647 -0.5 0.3 -0.2 -0.60
H -28.83088 -10.80496 9.31429 -0.4 -0.1 0.4 0.18
H -28.13233 -12.29865 8.74217 -0.1 -0.1 -0.1 0.52
H -27.13747 -11.01593 9.36678 0.2 -0.3 0.5 0.16
H -27.53179 -13.10108 10.90346 0.7 0.4 0.3 0.37
H -28.12955 -11.57986 13.03450 0.2 -0.5 0.0 -0.14
H -28.55377 -10.34043 11.91309 -0.1 0.2 -0.3 0.14
H -24.98143 -9.75726 12.88092 0.0 0.1 -0.7 0.11
H -26.34599 -10.11295 13.82848 -0.4 0.3 0.3 0.02
H -26.53096 -8.87332 12.52259 0.2 0.2 0.2 -0.07
H -29.74235 -13.30711 10.17780 -0.3 0.0 -0.2 0.23
H -29.65613 -13.45046 11.76117 0.2 0.1 0.3 0.23
```
Positions in Å, forces in eV/Å.

Calculated values
E_tot	-4660.82645	a.u.
max |F|	3.7	eV/Å
energy above the lowest of the compared OMol25 structures with the same formula, charge and spin	183.1	kJ/mol
charge	0
frontier orbital gap	8.8	eV